i | The following is a DFT calculation (ωB97M-V with the def2-TZVPD basis set) of one molecule with the formula C8H16N2.

```
! wB97M-V def2-TZVPD RIJCOSX def2/J DEFGRID3
* xyz 0 1
C 4.11 -1.26 -0.30
C 2.91 -0.41 -0.25
C 1.87 0.20 -0.10
N 0.70 0.90 0.13
C 0.73 2.33 0.11
N -0.47 0.15 -0.82
C -1.55 -0.28 0.04
C -2.09 -1.36 -0.93
C -1.03 -0.98 1.27
C -2.48 0.91 0.36
H 4.83 -0.87 0.42
H 3.66 -2.35 -0.23
H 4.72 -1.14 -1.35
H 1.12 2.53 1.18
H 1.41 2.84 -0.55
H -0.26 2.52 -0.05
H -0.87 0.70 -1.59
H -1.32 -2.01 -1.08
H -2.72 -2.03 -0.26
H -2.54 -0.98 -1.88
H -0.31 -1.74 0.88
H -1.90 -1.20 1.91
H -0.55 -0.18 1.93
H -2.02 1.61 1.11
H -2.48 1.43 -0.52
H -3.46 0.67 0.57
*
```

Properties
**LUMO**: 0.0312 Eh
**HOMO-LUMO gap**: 8.8 eV

ii | The following is a DFT calculation (ωB97M-V with the def2-TZVPD basis set) of one molecule with the formula C8H16N2.

```
! wB97M-V def2-TZVPD RIJCOSX def2/J DEFGRID3
* xyz 0 1
C 0.62 1.29 -1.79
C -0.48 0.23 -1.60
N -0.04 -0.72 -0.54
C 0.53 -2.06 -0.90
C 2.03 -1.94 -1.27
C -0.23 -0.44 0.81
N -0.08 -0.89 1.99
C -0.74 0.48 1.80
C -0.04 1.76 2.22
C -2.26 0.51 1.91
H 0.39 1.81 -2.75
H 1.63 0.86 -1.88
H 0.62 2.00 -0.97
H -0.60 -0.29 -2.58
H -1.46 0.72 -1.38
H -0.03 -2.46 -1.75
H 0.40 -2.77 -0.07
H 2.20 -1.49 -2.25
H 2.48 -2.95 -1.28
H 2.57 -1.40 -0.48
H 0.20 1.67 3.30
H -0.66 2.65 2.04
H 0.87 1.83 1.61
H -2.72 -0.31 1.34
H -2.67 1.48 1.55
H -2.54 0.39 2.95
*
```

Properties
**LUMO**: 0.0342 Eh
**HOMO-LUMO gap**: 9.4 eV

iii | The following is a DFT calculation (ωB97M-V with the def2-TZVPD basis set) of a 2-piece molecular cluster, C8H16N2 overall.

```
! wB97M-V def2-TZVPD RIJCOSX def2/J DEFGRID3
* xyz 0 1
C -3.75 1.64 2.51
C -3.06 0.28 2.40
C -3.58 -0.89 1.94
N -2.65 -1.85 2.24
C -1.51 -1.19 2.71
N -1.80 0.08 2.88
H -3.48 1.97 3.50
H -4.83 1.55 2.40
H -3.53 2.24 1.62
H -4.33 -1.11 1.21
H -2.73 -2.78 1.88
H -0.53 -1.62 2.80
C 1.70 -0.21 -0.84
C 2.35 0.40 -2.10
C 3.70 1.12 -1.79
C 2.54 -0.68 -3.18
H 0.67 -0.32 -1.21
H 1.71 0.44 0.02
H 2.02 -1.22 -0.65
H 1.72 1.15 -2.57
H 4.41 0.58 -1.17
H 4.12 1.40 -2.75
H 3.41 2.08 -1.34
H 1.52 -1.12 -3.31
H 2.77 -0.36 -4.20
H 3.13 -1.57 -2.99
*
```

Properties
**LUMO**: 0.0316 Eh
**HOMO-LUMO gap**: 9.3 eV

The structure with the most favorable energy is iii; the runner-up is 0.0368 hartree above it.